The following is a DFT calculation (ωB97M-V with the def2-TZVPD basis set) of a molecular structure, C58H69AsF3N5O2P2Sn.

Geometry as XYZ:
```
141
Properties=species:S:1:pos:R:3:forces:R:3
Sn -0.01034 -0.73314 0.22050 0.51 -0.25 0.43
C -4.31792 0.77696 -2.69235 0.04 -0.01 0.02
C -4.32024 0.44967 -1.20264 -0.09 0.08 -0.01
C -5.15714 -0.79879 -0.94421 0.09 0.01 -0.02
C -4.87392 1.64172 -0.41555 0.04 -0.06 -0.02
N -2.90612 0.17342 -0.84450 -0.11 -0.07 -0.02
N -2.69394 -0.22776 0.50566 0.08 -0.20 -0.14
H -5.33300 0.97342 -3.03677 0.01 0.02 -0.01
H -3.91088 -0.05656 -3.26878 0.00 0.01 0.00
H -3.72133 1.67390 -2.89132 0.01 -0.02 0.00
H -6.15408 -0.67057 -1.36416 -0.01 -0.01 0.02
H -5.27568 -0.99340 0.12272 -0.01 -0.02 -0.01
H -4.69897 -1.67316 -1.41280 -0.03 0.00 -0.01
H -5.90432 1.84523 -0.70758 0.00 0.01 0.02
H -4.28057 2.54006 -0.60660 -0.01 0.00 0.00
H -4.87915 1.45488 0.66116 -0.04 0.03 0.00
H -2.37029 1.03201 -0.96105 0.02 0.00 -0.06
H -2.93547 -1.20973 0.59734 -0.04 0.00 0.03
H -3.28678 0.28882 1.15607 0.16 0.02 0.11
C -0.54713 3.82759 -3.07648 -0.01 0.46 -0.14
P 0.01265 2.54996 -1.84549 0.08 -0.16 -0.11
C 1.51432 3.28614 -1.14396 0.02 0.00 0.04
C 1.63996 4.66598 -0.97610 -0.02 -0.08 0.09
C 2.75697 5.20184 -0.35100 0.00 0.04 -0.05
C 3.75603 4.36741 0.12615 0.02 0.01 -0.01
C 3.61782 2.99060 0.00591 -0.04 0.00 0.01
C 2.49926 2.45079 -0.60876 0.03 -0.01 -0.07
C 0.53874 1.19235 -2.94625 0.03 -0.03 0.06
C 1.84379 0.88402 -3.33022 -0.13 -0.12 0.12
C 2.07076 -0.14087 -4.23790 -0.04 -0.09 0.07
C 1.00879 -0.84459 -4.79185 0.05 -0.07 -0.01
C -0.29120 -0.55180 -4.40579 -0.01 0.01 0.03
C -0.51917 0.43960 -3.46486 0.09 -0.04 -0.06
P 0.40070 4.24437 -4.59625 0.11 -0.92 0.09
C 2.13891 3.81661 -4.54567 -0.02 0.41 -0.12
C 2.67470 2.78761 -5.33360 0.00 0.18 -0.10
C 4.03031 2.52481 -5.27772 0.07 0.06 -0.02
C 4.86318 3.28530 -4.46278 -0.07 -0.03 -0.01
C 4.34214 4.32390 -3.70010 0.03 -0.02 0.01
C 2.98957 4.60092 -3.75397 -0.05 0.02 -0.06
C -0.31791 3.44418 -6.02165 0.08 0.32 -0.03
C 0.23815 3.80242 -7.26212 0.05 -0.05 0.07
C -0.25852 3.25869 -8.43090 -0.02 -0.02 0.00
C -1.32245 2.36491 -8.37879 0.01 0.02 0.01
C -1.89370 2.02592 -7.15860 -0.02 0.01 0.01
C -1.40974 2.57514 -5.98358 -0.04 -0.02 0.00
H -0.70342 4.75038 -2.51479 -0.05 -0.02 -0.02
H -1.53577 3.55102 -3.44954 -0.02 0.00 0.05
H 0.87171 5.34285 -1.33006 0.01 0.02 0.02
H 2.84517 6.27539 -0.24007 -0.01 -0.01 0.02
H 4.63178 4.78824 0.60240 -0.01 0.00 0.02
H 4.37715 2.33070 0.40540 0.01 0.01 -0.02
H 2.40086 1.37243 -0.67036 -0.01 0.02 0.05
H 2.67933 1.44978 -2.93870 -0.03 -0.04 0.01
H 3.08451 -0.38106 -4.53114 0.02 -0.02 -0.03
H 1.19358 -1.62506 -5.51964 0.04 -0.01 0.00
H -1.12153 -1.10091 -4.83386 0.01 0.00 0.04
H -1.52864 0.62896 -3.12365 -0.09 0.03 -0.01
H 2.03643 2.17984 -5.95915 -0.04 0.03 0.00
H 4.44239 1.71909 -5.87114 0.00 0.01 -0.02
H 5.92473 3.07749 -4.43496 0.00 -0.01 0.00
H 4.99301 4.92875 -3.08362 -0.01 0.00 0.00
H 2.59287 5.43615 -3.19316 0.03 -0.02 -0.06
H 1.05869 4.50915 -7.30307 0.01 -0.02 -0.01
H 0.17489 3.53780 -9.38157 -0.01 0.00 0.00
H -1.72047 1.94640 -9.29368 0.02 -0.01 0.00
H -2.72637 1.33600 -7.12238 0.00 0.02 -0.01
H -1.87727 2.30208 -5.04887 0.02 -0.02 0.04
C 2.60086 -1.10439 -8.92341 0.03 -0.08 0.02
C 2.53380 -2.19599 -7.88770 -0.02 0.04 -0.02
C 3.48832 -2.29612 -6.88145 -0.01 0.04 0.05
C 3.44191 -3.31064 -5.93638 0.06 -0.02 0.00
C 2.43065 -4.26243 -5.98669 -0.06 0.13 0.04
N 2.38169 -5.34921 -5.06855 -0.13 -0.16 -0.04
C 3.05959 -5.33483 -3.85767 -0.11 -0.01 -0.04
O 3.88892 -6.14152 -3.53206 -0.02 -0.05 0.05
N 2.69390 -4.29380 -2.99152 0.10 0.15 0.05
C 1.41575 -3.80562 -2.72678 -0.06 -0.12 -0.06
C 0.24048 -4.30427 -3.28698 -0.04 -0.02 -0.02
C -0.97914 -3.78531 -2.88515 0.03 0.02 0.04
C -1.01906 -2.78435 -1.93754 -0.02 -0.03 -0.09
N 0.11115 -2.31968 -1.39210 -0.28 0.32 0.10
C 1.29517 -2.79814 -1.77208 0.09 -0.05 0.10
C 1.47493 -4.18303 -6.99327 -0.10 0.04 0.08
C 1.52947 -3.16003 -7.92667 0.00 0.00 -0.04
H 3.15262 -0.24043 -8.55176 -0.02 0.00 -0.01
H 1.60307 -0.78102 -9.22124 0.01 0.01 0.01
H 3.11045 -1.45722 -9.82204 0.00 0.01 0.00
H 4.30163 -1.57944 -6.84790 -0.01 0.00 0.02
H 4.21480 -3.38072 -5.18105 0.01 -0.01 -0.01
H 2.39220 -6.26456 -5.49795 0.25 0.02 -0.02
H 3.35023 -4.21239 -2.22748 0.00 -0.02 -0.02
H 0.28145 -5.11005 -4.00457 0.00 0.04 -0.01
H -1.90182 -4.18087 -3.28612 0.01 0.02 -0.03
H -1.94960 -2.33866 -1.60809 0.02 0.03 0.01
H 2.15635 -2.39309 -1.25442 -0.02 0.07 -0.08
H 0.68756 -4.92614 -7.04182 0.01 0.00 -0.02
H 0.78089 -3.11386 -8.70905 -0.01 -0.02 0.02
F -0.00706 -5.53215 8.42319 0.06 -0.02 0.03
C -1.19396 -5.11377 7.96343 -0.02 0.02 -0.05
F -1.71543 -4.28421 8.87483 -0.03 0.03 0.04
F -1.99294 -6.18907 7.89053 -0.05 -0.05 -0.01
C -1.05224 -4.45041 6.61722 0.00 0.03 -0.01
C -1.75207 -3.28868 6.32915 0.01 0.00 0.00
C -1.60570 -2.69323 5.08817 -0.02 -0.02 -0.02
C -0.75693 -3.25836 4.13614 -0.01 0.04 0.01
C -0.07167 -4.43805 4.42999 0.03 -0.02 -0.02
C -0.22364 -5.03357 5.66780 0.00 -0.01 -0.01
C -0.57159 -2.60306 2.87395 -0.03 -0.11 0.03
C -0.39984 -2.03556 1.81887 -0.02 0.21 -0.31
H -2.40273 -2.85055 7.07280 0.01 0.01 0.00
H -2.14905 -1.78875 4.84899 0.01 0.02 0.01
H 0.58175 -4.87685 3.68828 0.00 0.00 0.00
H 0.30533 -5.94751 5.90234 0.02 0.02 0.00
C 2.79283 -0.74625 1.36854 -0.03 0.16 0.17
O 1.98981 -0.77972 0.20388 -0.14 0.11 -0.24
H 3.82762 -0.91581 1.06480 0.00 -0.04 0.01
H 2.50518 -1.51377 2.09261 -0.02 -0.02 -0.03
H 2.74992 0.22996 1.86639 -0.05 0.03 -0.03
C 0.65218 5.12711 2.64628 0.10 -0.07 -0.03
C 0.53025 3.81312 3.40772 -0.04 0.00 -0.05
As 0.08934 2.30033 2.23552 -0.10 -0.43 -0.27
C -1.67224 2.87585 1.55881 -0.08 0.11 0.29
C -2.71755 3.21101 2.62045 0.02 -0.01 -0.14
C -0.46260 0.91452 3.53645 -0.05 0.18 0.18
C -0.67348 1.35903 4.98225 -0.03 -0.07 -0.07
H 0.89657 5.93721 3.33372 -0.01 0.03 -0.01
H -0.28028 5.39002 2.14307 -0.01 0.01 0.01
H 1.44101 5.07710 1.89171 -0.09 0.00 0.09
H -0.24379 3.87406 4.17225 0.03 0.02 0.02
H 1.46685 3.56513 3.90741 0.01 -0.01 0.01
H -2.01760 2.05841 0.92343 0.08 0.11 -0.02
H -1.49403 3.73362 0.90593 0.01 -0.02 -0.04
H -2.92319 2.34970 3.25853 -0.01 0.02 0.02
H -3.66017 3.51503 2.15903 0.00 0.00 0.02
H -2.39262 4.03209 3.25979 0.00 -0.01 0.02
H 0.30290 0.13891 3.49953 -0.01 0.00 0.01
H -1.37280 0.46476 3.12703 0.03 -0.02 0.01
H 0.23860 1.78001 5.40427 -0.01 0.02 0.02
H -0.94870 0.50372 5.60181 0.00 0.00 0.01
H -1.46430 2.10306 5.07558 0.01 0.01 0.01
```
Positions in Å, forces in eV/Å.

Output
HOMO-LUMO gap (alpha / beta) = 5.6 / 4.6 eV
Energy = -166196.3030 eV
Net charge = +2
LUMO (alpha / beta) = -6.781 / -7.736 eV
Relative energy (zero: lowest compared OMol25 entry of this formula, charge and spin) = 7.3 kcal per mole
Multiplicity = 1

---

The following is a DFT calculation (ωB97M-V with the def2-TZVPD basis set) of a single C24H34N2O molecule.

Geometry as XYZ:
```
61
Properties=species:S:1:pos:R:3:forces:R:3
C 0.30110 -3.56504 4.54542 -0.14 -0.16 -0.07
H -0.66236 -3.51992 5.06357 0.02 0.01 -0.04
O 1.19807 -2.59979 5.03769 0.18 0.31 0.10
C 0.86811 -1.28310 4.90792 0.01 0.11 0.03
C -0.30603 -0.81449 4.33679 0.06 -0.26 0.06
C -0.54255 0.55174 4.23392 0.14 0.20 0.17
C 0.39353 1.45048 4.71778 -0.23 0.02 -0.09
C 1.56109 0.98402 5.30318 0.08 -0.11 0.05
C 1.80413 -0.36927 5.39687 0.01 -0.14 -0.01
H 2.71034 -0.74847 5.84177 0.11 -0.05 0.05
H 2.28959 1.68529 5.68235 0.08 0.04 0.03
H 0.21464 2.51288 4.63860 -0.04 0.10 -0.04
C -1.81907 1.01367 3.58432 -0.07 -0.06 -0.04
N -2.01654 0.35630 2.29970 0.01 0.15 0.13
C -3.35652 0.57031 1.79957 0.02 -0.04 0.01
H -3.57397 1.63389 1.60641 0.00 0.01 -0.02
H -3.49055 0.01763 0.87219 -0.09 0.00 -0.06
H -4.07640 0.19620 2.52687 -0.07 0.00 -0.01
C -1.00105 0.75519 1.33728 -0.02 -0.21 -0.27
C -0.79968 -0.28134 0.23056 0.28 0.13 0.21
C -0.44547 -1.64916 0.81493 -0.29 -0.07 -0.33
C -0.13899 -2.64233 -0.30328 0.24 0.17 0.03
C 0.94865 -2.07027 -1.22102 -0.10 -0.23 0.02
N 0.61889 -0.77064 -1.77500 0.00 -0.04 -0.02
C -0.35717 -0.82999 -2.84931 -0.11 0.14 -0.03
H -0.01512 -1.60232 -3.54527 -0.05 -0.02 0.02
C -0.52540 0.47951 -3.62220 0.07 -0.23 0.12
C 0.70401 1.03713 -4.29113 -0.01 0.05 0.00
C 1.95255 0.44764 -4.15442 0.06 -0.07 -0.09
C 3.06372 0.97448 -4.78965 0.11 0.02 -0.08
C 2.93999 2.10527 -5.57470 0.11 0.00 0.00
C 1.70071 2.70365 -5.71285 -0.02 0.01 -0.01
C 0.57846 2.18627 -5.08162 0.09 0.06 -0.03
C -0.74777 2.86492 -5.25532 0.04 -0.06 0.03
H -1.15429 3.17350 -4.29233 -0.11 0.04 0.04
H -1.46969 2.19226 -5.71858 -0.12 0.01 -0.02
H -0.64754 3.74606 -5.88417 -0.03 0.05 -0.03
H 1.60115 3.59078 -6.32315 -0.03 0.08 -0.05
H 3.80158 2.52318 -6.07480 0.07 0.03 -0.03
H 4.02645 0.49959 -4.66831 0.08 -0.04 0.01
H 2.06128 -0.42059 -3.52673 0.01 -0.05 0.04
H -0.94348 1.24423 -2.96136 -0.12 0.01 -0.04
H -1.28182 0.29396 -4.39245 -0.06 0.06 0.10
H -1.35942 -1.13023 -2.49605 0.08 -0.05 -0.10
C 0.33296 0.16639 -0.70774 -0.27 0.08 0.03
H 0.10807 1.14164 -1.14115 0.05 0.09 0.05
H 1.25290 0.27292 -0.12217 -0.01 0.08 0.07
H 1.15192 -2.76121 -2.04358 0.08 0.03 0.01
H 1.87168 -1.94859 -0.64367 0.03 -0.09 0.01
H -1.04337 -2.83752 -0.88408 -0.05 -0.07 -0.01
H 0.20046 -3.59254 0.11364 -0.04 -0.07 -0.03
H -1.27212 -2.00617 1.43103 0.07 0.00 0.11
H 0.43325 -1.53816 1.45591 0.06 0.02 0.13
H -1.72043 -0.37301 -0.35436 -0.04 0.00 -0.04
H -0.05653 0.86125 1.87708 0.02 0.04 -0.07
H -1.24191 1.73493 0.88489 0.03 0.02 0.08
H -1.81658 2.11420 3.48753 -0.02 -0.05 0.05
H -2.66233 0.73823 4.22689 0.01 0.10 -0.05
H -1.05349 -1.48486 3.94634 -0.05 -0.14 -0.08
H 0.76905 -4.52884 4.74082 -0.08 0.04 -0.04
H 0.13935 -3.45172 3.46863 -0.02 0.01 0.03
```
Positions in Å, forces in eV/Å.

Output
HOMO-LUMO gap = 8.8 eV
Energy = -30467.3553 eV
LUMO = 0.731 eV
Multiplicity = 1
SMILES string = COc1cccc(CN(C)C[C@@H]2CCCN(CCc3ccccc3C)C2)c1

---

The following is a DFT calculation (ωB97M-V with the def2-TZVPD basis set) of a molecular structure, C29H22Br3N5O4W.

Geometry as XYZ:
```
64
Properties=species:S:1:pos:R:3:forces:R:3
W 0.53273 0.61400 -0.52982 -0.38 -0.06 0.62
O -3.02019 3.14977 2.78309 0.00 0.00 0.01
C -1.88042 3.10401 3.47523 0.03 -0.02 -0.03
C -1.90137 3.60048 4.77988 -0.01 0.02 0.05
C -0.75941 3.58354 5.54639 -0.02 0.00 -0.02
C 0.44671 3.07112 5.04731 0.03 -0.02 -0.01
C 0.48572 2.57767 3.77068 0.00 0.02 0.05
C -0.67057 2.58480 2.96305 -0.06 -0.01 -0.02
C -0.61052 2.06362 1.62894 0.01 0.05 -0.08
O 0.54898 1.58723 1.16548 -0.01 -0.08 0.00
N -1.61786 2.02766 0.79150 -0.01 0.01 -0.12
N -1.20381 1.49264 -0.42024 0.10 -0.10 0.12
C -0.35882 2.67320 -1.33959 0.25 0.13 -0.07
C -0.68160 2.15565 -2.68093 0.01 -0.11 -0.04
C -1.29203 2.71763 -3.77341 -0.04 0.06 -0.06
C -1.33558 1.95360 -4.93407 0.04 -0.06 0.03
C -0.76806 0.68406 -4.94747 -0.05 0.11 -0.01
C -0.19107 0.18815 -3.79480 0.02 -0.11 0.00
N -0.16342 0.91934 -2.67750 -0.09 0.10 -0.14
H -2.89114 2.79657 1.88208 0.00 0.00 0.00
H -2.83336 3.99742 5.15798 0.01 0.00 0.01
H -0.79423 3.97631 6.55402 -0.01 0.00 0.00
H 1.33443 3.07203 5.66331 0.00 0.00 0.00
H 1.40711 2.18458 3.36102 0.00 0.00 0.00
H -0.80980 3.56420 -0.92274 -0.03 -0.01 0.01
H -1.70555 3.71516 -3.72927 0.00 0.00 0.00
H -1.79963 2.35013 -5.82712 0.00 0.00 0.00
H -0.77209 0.08307 -5.84499 0.01 -0.02 0.01
H 0.25777 -0.79466 -3.76722 0.00 0.01 0.01
O 1.59759 -3.15400 4.46823 0.07 -0.03 0.08
C 1.33705 -2.42469 3.39991 -0.09 0.09 -0.18
C 0.09866 -2.38776 2.74581 0.00 -0.06 0.10
C -0.03446 -1.60304 1.63449 -0.02 0.00 -0.06
N 0.96141 -0.85027 1.12160 0.11 -0.08 -0.07
C 2.12789 -0.85085 1.79468 0.06 0.15 -0.12
Br 3.47883 0.32876 1.22379 -0.07 -0.04 0.03
C 2.36546 -1.62280 2.90108 0.05 -0.06 0.11
H 0.83990 -3.67135 4.77210 -0.03 0.01 -0.02
H -0.74781 -2.96032 3.10067 0.01 0.00 0.00
H -0.98595 -1.56132 1.12541 0.01 0.01 -0.01
H 3.32390 -1.59881 3.39925 0.00 0.01 -0.01
C -2.67825 -1.07616 -0.87731 -0.04 -0.04 -0.06
C -1.49459 -1.87494 -1.32929 0.04 0.11 0.05
C -1.72436 -3.18296 -1.80274 -0.01 -0.06 0.03
C -0.69781 -3.98898 -2.20219 -0.01 -0.01 -0.01
C 0.62102 -3.49216 -2.18179 0.04 0.02 0.00
C 1.78365 -4.18826 -2.60985 -0.06 -0.08 -0.01
Br 1.64365 -5.97192 -3.18939 0.01 0.05 0.02
C 3.00186 -3.56942 -2.62307 0.08 -0.03 -0.03
C 3.13549 -2.22258 -2.22808 -0.05 0.06 0.04
Br 4.79460 -1.36905 -2.31371 0.03 -0.02 -0.01
C 2.03477 -1.53494 -1.78787 0.01 -0.02 -0.06
O 2.02946 -0.24282 -1.41569 0.17 -0.04 -0.12
C 0.78426 -2.17137 -1.74290 -0.06 0.07 0.03
N -0.25545 -1.38066 -1.29781 -0.08 -0.04 -0.04
H -3.05164 -0.46869 -1.70613 0.03 0.03 0.02
H -2.46862 -0.39479 -0.06015 0.01 -0.03 0.04
H -3.47777 -1.75137 -0.57984 -0.01 0.00 -0.02
H -2.74373 -3.54160 -1.82240 0.00 -0.01 0.00
H -0.88695 -4.99788 -2.54451 0.00 0.00 0.00
H 3.87974 -4.10403 -2.95875 0.00 0.00 0.00
C 1.15032 2.53258 -1.21307 -0.06 0.13 0.00
H 1.69023 2.53459 -2.15126 0.03 0.00 0.00
H 1.61472 3.12088 -0.43000 0.02 0.01 -0.01
```
Positions in Å, forces in eV/Å.

Output
HOMO-LUMO gap = 5.8 eV
Energy = -258009.8193 eV
Net charge = +2
LUMO = -7.503 eV
Relative energy (zero: lowest compared OMol25 entry of this formula, charge and spin) = 20.8 kcal per mole
Multiplicity = 1

---

Which value of energy does entry 2 give? -30467.3553 eV

---

Among the records above, which one has the lowest energy? C29H22Br3N5O4W

---

multiplicity of number 1 (C58H69AsF3N5O2P2Sn)? 1